This record from OMol25 describes C36H101N9O10 as an isolated structure at a distorted geometry. The level of theory is the ωB97M-V functional and the def2-TZVPD basis.

Summary:
- HOMO energy (eV) = -7.237
- energy relative to the best compared isomer or geometry (same formula, charge and spin) (kcal/mol) = 527.4
- energy (a.u.) = -2676.318169

```
156
C36H101N9O10 | OMol25 | the ωB97M-V functional and the def2-TZVPD basis
C 5.202 -3.392 0.973
C 4.258 -2.414 0.468
C 4.146 -1.202 1.442
O 3.212 -1.503 2.474
C 3.090 -0.534 3.473
N 4.877 -1.931 -0.745
H 5.329 -4.241 0.302
H 4.835 -3.892 1.870
H 6.199 -3.021 1.211
H 3.289 -2.782 0.130
H 3.828 -0.327 0.875
H 5.129 -0.972 1.852
H 2.411 -0.906 4.240
H 2.630 0.415 3.196
H 3.988 -0.337 4.059
H 5.869 -1.934 -0.555
H 4.647 -1.002 -1.071
C 2.409 -0.684 -0.909
C 1.661 -0.081 0.301
C 0.932 1.169 -0.181
O 0.400 1.899 0.947
C -0.405 2.977 0.622
N 0.697 -1.060 0.674
H 1.663 -0.980 -1.646
H 3.009 -1.568 -0.695
H 3.029 0.119 -1.308
H 2.433 0.151 1.035
H 0.061 0.902 -0.780
H 1.558 1.775 -0.836
H -1.237 2.605 0.024
H 0.161 3.748 0.100
H -0.811 3.482 1.498
H 0.156 -1.291 -0.146
H 0.004 -0.596 1.243
C -4.050 -3.733 -0.777
C -2.752 -3.558 -1.573
C -1.507 -3.967 -0.820
O -1.412 -3.102 0.343
C -0.177 -3.306 1.062
N -2.779 -4.347 -2.781
H -4.107 -3.184 0.163
H -4.167 -4.771 -0.468
H -4.870 -3.491 -1.454
H -2.619 -2.517 -1.865
H -0.610 -3.885 -1.434
H -1.738 -4.998 -0.553
H -0.366 -2.843 2.030
H 0.618 -2.829 0.489
H 0.186 -4.298 1.328
H -3.160 -5.240 -2.505
H -1.900 -4.521 -3.248
C -5.572 6.398 1.666
C -5.927 5.623 0.425
C -5.250 4.230 0.430
O -3.828 4.381 0.445
C -3.028 3.153 0.771
N -7.381 5.489 0.329
H -6.123 6.069 2.547
H -5.853 7.446 1.556
H -4.515 6.477 1.920
H -5.580 6.159 -0.458
H -5.502 3.650 -0.457
H -5.636 3.619 1.245
H -3.120 2.805 1.799
H -1.952 3.256 0.630
H -3.233 2.401 0.008
H -7.704 5.860 1.211
H -7.577 6.188 -0.374
C 2.016 -0.554 6.798
C 1.584 0.221 5.589
C 0.112 -0.187 5.165
O -0.387 0.760 4.183
C -0.012 0.549 2.812
N 1.500 1.620 5.969
H 2.157 -1.626 6.668
H 1.321 -0.410 7.625
H 2.981 -0.104 7.028
H 2.245 0.021 4.746
H -0.603 -0.072 5.979
H 0.143 -1.248 4.919
H -0.470 -0.328 2.355
H 1.074 0.552 2.718
H -0.306 1.426 2.236
H 0.878 1.572 6.764
H 0.954 1.961 5.191
C -3.004 0.012 -1.801
C -1.930 0.079 -0.732
C -2.418 -0.063 0.738
O -3.535 0.799 0.970
C -3.932 1.004 2.319
N -0.929 -0.955 -1.061
H -3.369 -0.999 -1.984
H -2.568 0.335 -2.746
H -3.864 0.665 -1.654
H -1.457 1.059 -0.785
H -1.554 0.255 1.322
H -2.621 -1.109 0.965
H -4.346 0.071 2.702
H -4.663 1.792 2.507
H -3.055 1.104 2.959
H -1.109 -1.805 -0.545
H -0.989 -1.252 -2.024
C 3.207 4.772 0.146
C 3.138 3.282 -0.133
C 3.024 2.918 -1.680
O 1.828 3.519 -2.148
C 1.562 3.505 -3.542
N 4.169 2.581 0.565
H 2.222 5.231 0.057
H 3.913 5.259 -0.526
H 3.567 4.893 1.168
H 2.244 2.863 0.329
H 3.075 1.850 -1.893
H 3.828 3.469 -2.168
H 0.529 3.751 -3.787
H 1.615 2.532 -4.031
H 2.292 4.138 -4.046
H 5.014 2.973 0.175
H 4.195 2.855 1.536
C 2.556 -4.887 0.017
C 2.189 -4.518 -1.456
C 0.820 -5.209 -1.849
O 0.917 -6.601 -1.857
C 1.747 -7.173 -2.937
N 2.225 -3.039 -1.557
H 2.542 -5.967 0.161
H 1.900 -4.402 0.740
H 3.589 -4.573 0.168
H 3.025 -4.941 -2.013
H 0.429 -4.822 -2.789
H -0.012 -4.884 -1.224
H 2.787 -7.077 -2.627
H 1.653 -6.594 -3.856
H 1.407 -8.202 -3.052
H 1.978 -2.645 -0.661
H 1.512 -2.726 -2.201
C -1.880 1.701 -5.891
C -0.850 0.991 -5.067
C -1.036 1.380 -3.637
O -0.667 2.790 -3.390
C -0.903 3.269 -2.112
N -1.105 -0.426 -5.194
H -1.867 2.767 -5.662
H -2.897 1.359 -5.700
H -1.674 1.663 -6.961
H 0.088 1.371 -5.474
H -0.346 0.806 -3.019
H -2.012 1.149 -3.209
H -1.901 2.997 -1.766
H -0.660 4.332 -2.140
H -0.152 2.914 -1.407
H -1.194 -0.628 -6.180
H -2.077 -0.594 -4.976
O 1.518 -2.412 1.845
H 1.175 -1.700 1.305
H 2.449 -2.212 1.944
```

Mulliken population analysis, charges in e, atoms 1 to 2: -1.81 1.40